No. 1
83
Properties=species:S:1:pos:R:3:forces:R:3:mulliken_charge:R:1 method="wB97M-V/def2-TZVPD" homo_ev=-13.27 charge=+2 e_tot_ev=-132615.68904 e_above_lowest_ev=0.009 homo_lumo_gap_ev=6.3497 lumo_energy_ev=-6.92
Ir 0.0363 0.3345 -0.1396 0.1 0.1 0.1 3.0148
C -4.0736 -5.5178 1.5453 0.0 0.0 0.0 -1.5891
C -4.8054 -4.1925 1.8003 0.0 0.0 0.0 1.8113
C -5.4756 -4.2606 3.1726 0.0 0.0 0.0 -2.0329
C -5.8922 -3.9920 0.7343 0.0 0.0 0.0 -1.6000
C -3.8017 -3.0451 1.7103 0.0 0.0 0.0 -0.3336
C -3.1145 -2.8236 0.5201 0.0 0.0 0.1 -0.7888
C -2.2362 -1.7687 0.4650 0.0 0.1 0.1 0.2862
Br -1.3301 -1.4408 -1.2064 -0.1 0.0 0.0 -0.1135
C -1.9621 -0.8965 1.5166 -0.1 -0.2 0.0 0.7954
O -1.1590 0.1880 1.3755 0.1 0.2 -0.2 -0.5804
C -2.6033 -1.1386 2.7431 0.1 0.0 -0.1 -1.3689
C -3.5187 -2.1933 2.7732 0.0 0.0 -0.1 -0.3340
C -2.4214 -0.3131 4.0297 0.0 0.0 0.0 2.3714
C -2.2240 -1.2654 5.2221 0.0 0.0 0.0 -1.8611
C -1.2184 0.6384 4.0353 0.0 0.0 0.0 -1.8696
C -3.6937 0.5230 4.2405 0.0 0.0 0.0 -1.5415
H -4.7783 -6.3480 1.6042 0.0 0.0 0.0 0.4560
H -3.2924 -5.6826 2.2894 0.0 0.0 0.0 0.3553
H -3.6146 -5.5459 0.5554 0.0 0.0 0.0 0.3398
H -6.1863 -5.0867 3.1835 0.0 0.0 0.0 0.4402
H -6.0305 -3.3484 3.4009 0.0 0.0 0.0 0.4107
H -4.7529 -4.4418 3.9706 0.0 0.0 0.0 0.4156
H -6.6219 -4.8002 0.7924 0.0 0.0 0.0 0.4494
H -5.4784 -3.9962 -0.2757 0.0 0.0 0.0 0.3364
H -6.4191 -3.0480 0.8856 0.0 0.0 0.0 0.3592
H -3.2667 -3.4550 -0.3455 0.0 0.0 0.0 0.5560
H -4.0454 -2.3579 3.7000 0.0 0.0 0.0 0.4749
H -1.3406 -1.8908 5.0787 0.0 0.0 0.0 0.4117
H -3.0771 -1.9188 5.3931 0.0 0.0 0.0 0.3433
H -2.0810 -0.6801 6.1311 0.0 0.0 0.0 0.4956
H -0.2830 0.1093 3.8375 0.0 0.0 0.0 0.2777
H -1.1448 1.0820 5.0295 0.0 0.0 0.0 0.6570
H -1.3248 1.4457 3.3143 0.0 0.0 0.0 0.0485
H -4.5783 -0.1083 4.3314 0.0 0.0 0.0 0.3179
H -3.8509 1.2107 3.4049 0.0 0.0 0.0 0.1933
H -3.6060 1.1116 5.1555 0.0 0.0 0.0 0.4550
N 0.6081 3.6953 -0.1562 0.0 0.0 0.0 -0.1665
C 1.2515 3.0584 0.8151 0.0 0.0 0.0 0.6003
N 1.9679 3.7771 1.6646 0.0 0.0 0.0 -0.7064
C 2.6511 3.1157 2.5947 0.0 0.0 0.0 0.3550
N 3.3491 3.8037 3.4832 0.0 0.0 0.0 -0.3099
N 2.7001 1.7551 2.6943 0.0 0.0 0.0 -0.6323
C 1.9675 1.1225 1.8366 0.0 0.0 0.0 -0.1696
N 1.1757 1.6894 0.8896 0.0 -0.1 0.0 -0.7316
C 2.0285 -0.3557 1.8009 0.0 0.1 0.0 0.9285
C 2.8258 -1.0764 2.6631 0.0 0.0 0.0 -0.3412
C 2.8973 -2.4536 2.5105 0.0 0.0 0.0 -0.5587
C 2.1760 -3.0507 1.4912 0.0 0.0 0.0 -0.8494
C 1.3909 -2.2658 0.6666 0.0 0.0 0.0 -0.0062
N 1.3110 -0.9399 0.8208 0.0 0.0 0.0 -0.2563
H 0.6806 4.6997 -0.1620 0.0 0.0 0.0 0.2473
H -0.0795 3.2259 -0.7294 0.0 0.0 0.0 0.2489
H 3.3694 4.8087 3.4347 0.0 0.0 0.0 0.2627
H 3.8934 3.3200 4.1769 0.0 0.0 0.0 0.2535
H 3.3806 -0.5468 3.4236 0.0 0.0 0.0 0.5428
H 3.5157 -3.0468 3.1701 0.0 0.0 0.0 0.5007
H 2.2102 -4.1178 1.3258 0.0 0.0 0.0 0.4624
H 0.8130 -2.7016 -0.1337 0.0 0.0 0.0 0.4961
O -1.2429 1.7596 -0.9649 0.1 -0.1 0.0 -1.0841
S -2.7924 1.5471 -0.8391 0.0 0.0 0.1 1.0653
C -3.4470 2.1929 -2.3357 0.0 0.0 0.1 0.2868
C -3.3463 3.5464 -2.6463 0.0 0.0 -0.1 -0.2432
C -3.8675 3.9869 -3.8471 0.0 0.0 0.0 -0.8220
C -4.4921 3.0863 -4.7083 0.0 0.0 0.0 -0.4720
C -4.5943 1.7430 -4.3819 0.0 0.0 0.0 -0.7545
C -4.0629 1.2832 -3.1843 0.0 0.0 -0.1 -0.2376
C -3.3228 2.7573 0.3537 -0.1 0.0 -0.1 0.5416
C -4.6444 3.1862 0.2999 0.0 0.0 0.0 -0.7376
C -5.1078 4.0393 1.2879 0.0 0.0 0.0 -0.6803
C -4.2595 4.4531 2.3081 0.0 0.0 0.0 -0.7019
C -2.9471 4.0074 2.3515 0.0 0.0 0.0 -0.6568
C -2.4709 3.1431 1.3751 0.0 0.0 0.0 0.3689
H -2.8828 4.2394 -1.9552 0.0 0.0 0.0 0.4205
H -3.8008 5.0327 -4.1137 0.0 0.0 0.0 0.4298
H -4.9067 3.4429 -5.6417 0.0 0.0 0.0 0.4272
H -5.0857 1.0538 -5.0544 0.0 0.0 0.0 0.4358
H -4.1304 0.2370 -2.9123 0.0 0.0 0.0 0.4134
H -5.3011 2.8710 -0.5011 0.0 0.0 0.0 0.5515
H -6.1314 4.3864 1.2570 0.0 0.0 0.0 0.4618
H -4.6259 5.1258 3.0716 0.0 0.0 0.0 0.4345
H -2.2912 4.3249 3.1513 0.0 0.0 0.0 0.4923
H -1.4602 2.7661 1.4175 0.0 0.0 0.0 -0.1686

---

No. 2
79
Properties=species:S:1:pos:R:3:forces:R:3:mulliken_charge:R:1 method="wB97M-V/def2-TZVPD" homo_ev=-6.45 charge=0 e_tot_ev=-64561.49135 e_above_lowest_ev=0.000 homo_lumo_gap_ev=4.4060 lumo_energy_ev=-2.04
C -7.5458 3.2431 -1.2713 -0.3 0.1 0.1 -1.4993
C -6.1558 2.6898 -1.2094 0.4 -0.1 0.0 0.7290
C -5.1495 3.2813 -1.9732 0.0 -0.2 0.2 -1.1043
C -3.8564 2.7667 -1.9973 -0.1 -0.1 0.1 1.6660
C -2.8318 3.4584 -2.8430 0.0 0.4 -0.5 -1.5674
C -3.5641 1.6293 -1.2314 -1.1 0.0 0.0 -0.9304
N -2.2681 1.0055 -1.4033 1.3 1.7 -0.4 0.9945
P -0.8900 1.7563 -0.6922 -0.2 -3.2 -1.0 0.0896
H -0.7880 -0.9722 1.1713 -0.8 1.7 -2.3 0.1026
N 0.0837 0.7829 -1.7349 -1.1 1.9 -0.1 0.9982
C 1.4812 1.1028 -1.9312 1.3 -0.2 -0.3 -0.7719
C 2.4785 0.2011 -1.5144 -0.3 0.0 -0.1 0.8857
C 2.0943 -1.0665 -0.8176 0.2 -0.3 0.1 -1.1404
C 3.8145 0.4969 -1.8104 -0.3 0.2 -0.2 -1.1101
C 4.1597 1.6197 -2.5691 -0.4 -0.1 0.2 0.6458
C 5.5887 1.8762 -2.9440 0.3 0.1 -0.1 -1.4650
C 3.1466 2.4865 -2.9887 0.1 -0.3 0.2 -1.3040
C 1.8114 2.2439 -2.6743 -0.1 -0.2 0.1 1.5754
C 0.7564 3.1735 -3.1860 0.0 0.5 -0.4 -1.1257
C -0.6378 0.2070 -2.7756 -0.1 0.3 1.1 -0.2379
C -1.9742 0.3413 -2.5929 0.3 0.1 1.0 -0.6586
C -4.5469 1.0397 -0.4145 0.3 0.0 -0.3 0.9342
C -4.2404 -0.1818 0.4000 -0.2 -0.3 0.3 -1.0899
C -5.8331 1.5848 -0.4132 0.1 0.3 -0.3 -1.2467
H -8.2213 2.6611 -0.6398 0.0 0.1 -0.1 0.3619
H -7.5704 4.2889 -0.9400 0.0 -0.2 0.0 0.3352
H -7.9283 3.2237 -2.3001 0.1 0.0 0.2 0.3416
H -5.3757 4.1570 -2.5854 0.0 -0.2 0.2 0.4264
H -2.0613 2.7933 -3.2394 -0.1 0.1 0.1 0.1902
H -3.3376 3.9134 -3.7062 0.2 -0.1 0.2 0.4481
H -2.3410 4.2787 -2.2995 -0.1 -0.2 -0.1 0.3293
H 2.9835 -1.6765 -0.6299 -0.2 0.1 -0.1 0.3867
H 1.6309 -0.8787 0.1648 0.0 -0.1 0.0 0.0833
H 1.3907 -1.6720 -1.4051 0.1 0.2 0.0 0.3923
H 4.6038 -0.1807 -1.4726 -0.3 0.1 -0.1 0.3210
H 5.6615 2.7425 -3.6088 0.1 -0.1 0.1 0.3464
H 6.2044 2.0708 -2.0564 -0.1 0.0 -0.2 0.3300
H 6.0187 1.0085 -3.4607 -0.1 0.2 0.1 0.3563
H 3.3992 3.3623 -3.5881 -0.1 -0.2 0.2 0.2804
H 1.2537 4.0261 -3.6630 -0.2 -0.1 0.1 0.4097
H 0.1259 2.7135 -3.9603 0.1 0.0 0.3 0.2766
H 0.1142 3.5735 -2.3886 0.1 -0.1 -0.2 0.1475
H -0.1218 -0.2034 -3.6197 0.2 -0.3 -0.1 0.4891
H -2.7657 0.0699 -3.2613 -0.2 -0.3 0.0 0.4269
H -5.1295 -0.4676 0.9717 0.2 0.0 -0.1 0.3931
H -3.9664 -1.0408 -0.2270 0.1 0.2 0.1 0.3744
H -3.4344 -0.0174 1.1254 -0.1 0.0 -0.2 0.0269
H -6.6089 1.1274 0.2037 0.3 0.1 -0.2 0.2966
C 6.6403 -3.7219 1.4923 0.1 -0.1 0.0 -1.4199
C 5.4696 -2.9481 2.0326 -0.4 0.3 0.1 0.6527
C 4.8440 -3.3192 3.2294 0.0 0.2 -0.1 -0.3966
C 3.7174 -2.6368 3.7022 0.0 0.0 -0.5 -0.6048
C 3.2037 -1.5547 2.9753 0.6 0.0 -0.2 -0.1965
S 1.6535 -0.7563 3.4054 0.3 -1.3 -1.6 1.4490
N 0.7981 -1.1086 2.1070 1.6 0.4 1.3 -0.1061
C -0.5949 -0.7810 2.1938 0.5 0.2 -1.0 -0.9113
C -1.4991 -1.8806 2.5925 0.4 -0.4 2.6 0.6889
C -2.5898 -1.5881 3.3992 0.0 -0.5 -0.2 -0.3504
C -3.2463 -2.6162 4.0479 -0.6 -0.7 0.0 -0.7543
C -2.8581 -3.9509 3.8856 0.4 0.5 -0.3 -0.5186
C -1.7636 -4.2214 3.0504 -0.4 -0.1 -0.2 -0.5150
C -1.0783 -3.1982 2.3999 -0.4 -0.2 0.2 -0.3526
O 1.2246 -1.4509 4.5927 -0.5 0.2 1.0 -0.7795
O 1.9608 0.6507 3.5029 -0.1 0.8 0.4 -0.7953
C 3.9125 -1.0866 1.8678 0.0 -0.3 -0.1 -0.5212
C 4.9937 -1.8127 1.3642 0.0 0.1 0.2 -0.6462
H 6.8263 -3.4627 0.4462 0.0 -0.1 0.1 0.3440
H 7.5561 -3.5071 2.0552 -0.1 0.0 -0.1 0.3064
H 6.4673 -4.8007 1.5542 0.0 0.1 0.0 0.3440
H 5.2469 -4.1723 3.7809 -0.2 0.2 -0.1 0.3587
H 3.2257 -2.9549 4.6162 -0.1 0.1 -0.2 0.4726
H -0.8580 0.2470 2.5868 0.0 -1.0 -0.4 0.3293
H -2.8727 -0.5465 3.5360 0.0 -0.1 0.2 0.3983
H -4.0930 -2.3889 4.6782 -0.1 0.0 0.2 0.3618
H -3.3813 -4.7558 4.4000 0.1 0.2 -0.1 0.3821
H -1.4548 -5.2524 2.8942 0.0 0.1 0.1 0.3629
H -0.1844 -3.4001 1.7972 -0.4 0.1 0.4 0.3411
H 3.5921 -0.1666 1.3818 0.0 -0.2 0.0 0.6953
H 5.4845 -1.4972 0.4351 -0.1 0.0 0.4 0.2424

---

Q: Which value of charge does entry 1 give?
A: +2

---

Q: The highest charge belongs to which entry?
A: C34H38BrIrN6O2S